(1)
A molecular structure, C2H2BO3 in a non-equilibrium geometry, computed with ωB97M-V/def2-TZVPD.

## Properties
- total charge = -1
- orbital gap (eV) = 8.20

Structure (XYZ):
```
8
Properties=species:S:1:pos:R:3:lowdin_charge:R:1
B -0.74 0.72 -0.14 -0.312
C 0.76 0.10 -0.35 -0.221
C 0.34 -1.02 0.54 -0.539
O -0.97 -0.85 0.32 0.004
O 1.77 0.23 -1.17 -0.049
O 0.93 -1.78 1.28 0.065
H -0.65 1.50 0.65 0.002
H -1.44 1.10 -1.12 0.050
```

***

(2)
A molecular structure, C21H49GeIrN2S2Si5Te, computed with ωB97M-V/def2-TZVPD.

## Properties
- total charge = +1
- orbital gap (alpha / beta) (eV) = 6.33 / 6.56
- multiplicity = 2

Structure (XYZ):
```
82
Properties=species:S:1:pos:R:3:lowdin_charge:R:1
Ir 1.57 1.71 -0.37 0.129
S 1.21 -0.43 -0.61 0.171
C 0.47 -0.25 2.66 -0.345
C 1.84 -0.29 2.73 -0.214
N 3.00 -0.29 2.77 0.148
C -0.32 -0.77 3.71 -0.244
S -2.07 1.08 0.64 0.115
C -1.69 -0.60 3.65 -0.156
N -2.84 -0.46 3.59 0.160
C 1.73 -2.77 4.88 -0.160
Si 0.18 -1.80 5.23 0.530
C 0.42 -0.62 6.66 -0.166
C -1.24 -2.97 5.57 -0.167
Ge -0.09 0.51 0.90 -0.043
Si -4.59 -0.04 3.41 0.459
C -5.11 -0.80 1.81 -0.169
C -4.63 1.82 3.41 -0.166
C -5.38 -0.81 4.90 -0.170
Si 4.72 0.22 2.92 0.464
C 5.18 -0.18 4.68 -0.164
C 5.65 -0.77 1.67 -0.161
C 4.71 2.04 2.57 -0.161
H 1.89 -3.43 5.73 0.044
H 2.62 -2.15 4.77 0.004
H 1.64 -3.39 3.98 0.047
H 0.69 -1.18 7.56 0.039
H -0.49 -0.06 6.87 0.036
H 1.22 0.09 6.46 0.030
H -0.99 -3.59 6.43 0.043
H -1.43 -3.63 4.72 0.045
H -2.17 -2.45 5.81 0.027
H -4.55 -0.35 0.98 -0.010
H -6.18 -0.64 1.63 0.043
H -4.92 -1.87 1.80 0.041
H -4.13 2.19 2.52 -0.013
H -4.13 2.23 4.29 0.041
H -5.66 2.18 3.41 0.044
H -5.20 -1.89 4.93 0.036
H -6.46 -0.66 4.86 0.041
H -5.01 -0.37 5.83 0.037
H 5.06 -1.25 4.87 0.034
H 4.54 0.37 5.38 0.037
H 6.21 0.08 4.89 0.042
H 5.46 -1.84 1.80 0.042
H 6.73 -0.61 1.76 0.043
H 5.35 -0.50 0.66 0.036
H 4.14 2.61 3.30 0.045
H 4.30 2.22 1.57 0.001
H 5.74 2.41 2.59 0.046
C 3.55 2.90 -2.49 -0.174
Si 2.71 4.44 -1.85 0.389
C 2.71 4.26 0.03 -0.198
C 3.58 5.98 -2.45 -0.169
C 0.92 4.53 -2.39 -0.542
Te -0.28 3.00 -1.50 1.301
C -0.88 4.30 0.06 -0.557
Si -2.43 5.34 -0.28 0.409
C -2.25 6.23 -1.92 -0.186
C -3.93 4.25 -0.32 -0.177
C -2.54 6.58 1.12 -0.175
H 4.64 3.02 -2.44 0.047
H 3.28 2.62 -3.50 0.049
H 3.35 2.07 -1.80 -0.028
H 3.72 4.20 0.43 0.041
H 2.19 3.32 0.37 -0.071
H 2.19 5.08 0.54 0.046
H 4.63 6.00 -2.13 0.038
H 3.10 6.89 -2.08 0.037
H 3.57 6.01 -3.54 0.042
H 0.81 4.49 -3.48 0.025
H 0.46 5.46 -2.06 -0.001
H -0.02 4.93 0.28 0.005
H -1.06 3.62 0.89 -0.035
H -2.15 5.55 -2.76 0.030
H -1.40 6.92 -1.93 0.031
H -3.14 6.83 -2.10 0.040
H -3.79 3.39 -0.99 0.025
H -4.80 4.81 -0.67 0.040
H -4.15 3.86 0.67 0.016
H -1.66 7.24 1.14 0.034
H -2.61 6.08 2.08 0.035
H -3.42 7.22 1.01 0.038
```

***

(3)
A gas-phase ion, C5H8N (charge +1) in a non-equilibrium geometry, computed with ωB97M-V/def2-TZVPD.

## Properties
- total charge = +1
- orbital gap (eV) = 8.88
- SMILES = C#[N+]CCC=C

Structure (XYZ):
```
14
Properties=species:S:1:pos:R:3:lowdin_charge:R:1
C 2.69 0.85 -0.25 0.377
N 1.88 0.01 -0.27 0.103
C 0.86 -0.89 -0.31 -0.127
C -0.18 -0.41 0.82 -0.154
C -0.98 0.75 0.32 -0.197
C -1.89 0.50 -0.59 0.036
H 3.54 1.44 -0.03 0.129
H 1.17 -1.90 0.07 0.172
H 0.37 -0.68 -1.27 0.153
H -0.92 -1.29 0.93 0.157
H 0.40 0.01 1.65 0.113
H -0.66 1.68 0.75 0.103
H -2.22 -0.46 -0.80 0.057
H -2.42 1.33 -1.03 0.078
```

***

Sequential ΔE to the lowest compared entry with this formula, charge and spin output: 7.16 6.81 83.11 kcal/mol
Sequential energy output: -328.028701 -5632.163126 -249.692697 Eh